Entry 1:
This record from OMol25 describes C36H44BO6P2PtSe2 as an isolated structure. The level of theory is ωB97M-V with the def2-TZVPD basis set.

Positions of all 92 atoms, in Å:
Pt 1.89 -0.59 -0.16
O -1.16 2.73 0.20
P -2.30 1.82 -0.07
C -2.52 0.61 1.28
P -1.53 -0.91 1.09
O -0.26 -0.86 0.32
C -1.26 -1.53 2.76
C -0.10 -2.27 2.96
C 0.17 -2.79 4.21
C -0.71 -2.58 5.26
C -1.86 -1.83 5.07
C -2.14 -1.30 3.82
C -2.65 -2.06 0.25
C -3.96 -2.29 0.68
C -4.77 -3.17 -0.01
C -4.27 -3.85 -1.11
C -2.96 -3.65 -1.52
C -2.14 -2.75 -0.85
C -2.18 0.87 -1.59
C -3.29 0.26 -2.16
C -3.14 -0.54 -3.28
C -1.87 -0.74 -3.82
C -0.76 -0.14 -3.25
C -0.91 0.68 -2.13
C -3.87 2.72 -0.20
C -3.78 3.96 -0.83
C -4.91 4.74 -1.00
C -6.14 4.29 -0.55
C -6.24 3.06 0.08
C -5.11 2.28 0.25
H -3.56 0.28 1.34
H -2.25 1.13 2.19
H 0.60 -2.42 2.14
H 1.08 -3.36 4.36
H -0.49 -2.98 6.24
H -2.54 -1.66 5.89
H -3.04 -0.71 3.68
H -4.35 -1.78 1.55
H -5.79 -3.34 0.32
H -4.90 -4.55 -1.65
H -2.56 -4.18 -2.38
H -1.12 -2.59 -1.16
H -4.28 0.40 -1.74
H -4.00 -1.02 -3.73
H -1.75 -1.38 -4.68
H 0.23 -0.32 -3.64
H -0.04 1.14 -1.67
H -2.81 4.32 -1.16
H -4.83 5.70 -1.49
H -7.03 4.90 -0.69
H -7.20 2.71 0.44
H -5.21 1.32 0.75
O 6.86 -3.98 -0.79
C 5.55 -4.38 -1.21
C 4.50 -3.38 -0.74
C 4.46 -3.39 0.79
O 3.91 -4.61 1.30
C 4.85 -1.99 -1.31
Se 4.23 -0.35 -0.42
C 3.18 -3.90 -1.33
Se 1.53 -3.14 -0.59
H 7.48 -4.67 -1.06
H 5.30 -5.36 -0.79
H 5.52 -4.45 -2.31
H 3.87 -2.54 1.15
H 5.47 -3.31 1.19
H 2.96 -4.54 1.12
H 4.54 -1.96 -2.35
H 5.94 -1.87 -1.29
H 3.12 -4.98 -1.17
H 3.19 -3.73 -2.41
C 3.99 4.09 1.26
C 2.65 3.51 0.84
C 1.54 4.10 1.70
O 2.68 2.10 1.10
B 2.11 1.41 0.04
O 1.78 2.31 -0.98
C 2.36 3.59 -0.70
C 3.62 3.68 -1.54
C 1.37 4.67 -1.10
H 4.12 3.96 2.34
H 4.05 5.16 1.03
H 4.82 3.58 0.76
H 1.77 3.89 2.75
H 0.58 3.65 1.46
H 1.47 5.19 1.57
H 4.30 2.86 -1.32
H 4.15 4.63 -1.39
H 3.34 3.60 -2.59
H 0.41 4.50 -0.62
H 1.23 4.64 -2.18
H 1.75 5.66 -0.83

Output
E_LUMO: 2.05 eV
Energy relative to the best compared isomer or geometry (same formula, charge and spin): 8.3 kJ/mol
Calculated total energy: -7479.68282 hartree
Net charge: -1
HOMO-LUMO gap: 5.5 eV


Entry 2:
This record from OMol25 describes C2H4N2O2 in the gas phase. The level of theory is ωB97M-V with the def2-TZVPD basis set.

Positions of all 10 atoms, in Å:
N 1.70 -0.05 0.50
C 0.64 -0.34 -0.27
O 0.66 -0.90 -1.36
C -0.68 0.15 0.35
N -1.66 0.24 -0.57
O -0.77 0.42 1.54
H 1.55 0.38 1.40
H 2.62 -0.34 0.21
H -2.59 0.52 -0.30
H -1.46 -0.07 -1.51

Output
E_LUMO: 0.90 eV
Energy relative to the best compared isomer or geometry (same formula, charge and spin): 0.0 kJ/mol
Structure (SMILES): NC(=O)C(N)=O
Calculated total energy: -338.65320 hartree
HOMO-LUMO gap: 10.7 eV


Entry 3:
This record from OMol25 describes C21H24FN5O4 in the gas phase at a distorted geometry. The level of theory is ωB97M-V with the def2-TZVPD basis set.

Positions of all 55 atoms, in Å:
C -5.19 -2.43 -1.96
C -4.92 -1.84 -0.59
O -5.74 -1.79 0.30
N -3.67 -1.36 -0.45
C -3.17 -0.80 0.78
C -3.77 0.60 1.06
C -3.22 1.61 0.09
C -3.68 1.69 -1.22
C -3.13 2.59 -2.11
C -2.11 3.43 -1.71
C -1.64 3.38 -0.41
C -2.20 2.48 0.46
F -1.74 2.44 1.74
C -1.64 -0.75 0.65
O -1.10 -1.00 -0.41
N -0.99 -0.42 1.78
C 0.45 -0.30 1.89
C 1.14 -1.64 1.60
C 2.65 -1.47 1.78
N 3.17 -0.43 0.92
C 4.16 -0.71 0.05
N 4.32 -2.00 -0.28
C 5.11 -2.33 -1.27
C 5.80 -1.41 -2.06
C 5.77 -0.10 -1.65
C 5.00 0.27 -0.55
N 5.26 1.55 0.02
O 5.12 1.66 1.23
O 5.64 2.44 -0.71
C 2.54 0.86 1.06
C 1.02 0.74 0.93
H -4.56 -3.30 -2.12
H -6.23 -2.73 -2.02
H -4.97 -1.70 -2.73
H -2.97 -1.43 -1.18
H -3.45 -1.47 1.61
H -4.85 0.51 0.95
H -3.55 0.89 2.08
H -4.48 1.04 -1.53
H -3.50 2.63 -3.12
H -1.67 4.13 -2.41
H -0.85 4.04 -0.07
H -1.54 -0.16 2.59
H 0.66 0.00 2.92
H 0.78 -2.41 2.28
H 0.92 -1.94 0.58
H 3.17 -2.40 1.54
H 2.86 -1.19 2.82
H 5.19 -3.40 -1.46
H 6.38 -1.73 -2.91
H 6.38 0.66 -2.12
H 2.88 1.53 0.27
H 2.82 1.31 2.02
H 0.58 1.72 1.13
H 0.76 0.44 -0.09

Output
E_LUMO: -0.30 eV
Energy relative to the best compared isomer or geometry (same formula, charge and spin): 5.5 kJ/mol
Structure (SMILES): CC(=O)N[C@H](Cc1ccccc1F)C(=O)NC1CCN(c2ncccc2[N+](=O)[O-])CC1
Calculated total energy: -1489.21212 hartree
HOMO-LUMO gap: 8.2 eV


Entry 4:
This record from OMol25 describes C39H43AsBaN4O3Si as an isolated structure at a distorted geometry. The level of theory is ωB97M-V with the def2-TZVPD basis set.

Positions of all 92 atoms, in Å:
Ba -0.34 -0.89 0.03
C -1.00 2.46 -1.38
C -2.17 2.20 -0.68
C -2.49 2.94 0.45
C -1.64 3.95 0.88
C -0.46 4.21 0.19
C -0.14 3.47 -0.94
H -0.77 1.89 -2.26
H -2.85 1.43 -1.04
H -3.41 2.74 0.99
H -1.89 4.54 1.76
H 0.19 5.01 0.52
H 0.76 3.68 -1.50
O 1.20 -2.88 1.11
C 2.62 -3.05 1.26
C 3.30 -3.28 -0.08
C 3.06 -2.16 -1.10
C 3.45 -0.79 -0.60
C 4.78 -0.41 -0.51
C 5.09 0.88 -0.13
C 4.06 1.77 0.14
C 2.77 1.30 0.05
N 2.45 0.05 -0.29
H 0.85 -3.60 0.56
H 2.82 -3.88 1.94
H 2.98 -2.14 1.72
H 2.94 -4.23 -0.50
H 4.37 -3.41 0.10
H 2.02 -2.12 -1.41
H 3.63 -2.37 -2.01
H 5.56 -1.12 -0.77
H 6.13 1.19 -0.07
H 4.26 2.79 0.42
H 1.93 1.97 0.25
C -1.42 1.57 3.54
As 0.05 1.00 2.37
C 0.85 -0.41 3.48
C 1.29 2.40 2.99
H -1.24 1.23 4.56
H -2.36 1.17 3.17
H -1.46 2.66 3.54
H 0.90 -0.07 4.52
H 1.87 -0.58 3.13
H 0.30 -1.34 3.43
H 1.23 2.49 4.07
H 1.03 3.35 2.53
H 2.31 2.14 2.71
O -0.07 -0.74 -2.21
Si 0.06 -0.61 -3.80
C -0.33 -2.20 -4.71
C -0.49 -3.40 -4.00
C -0.80 -4.58 -4.65
C -0.96 -4.59 -6.03
C -0.82 -3.41 -6.75
C -0.51 -2.23 -6.10
C -1.14 0.67 -4.48
C -0.76 1.77 -5.25
C -1.69 2.71 -5.69
C -3.03 2.56 -5.37
C -3.44 1.46 -4.61
C -2.51 0.53 -4.18
C 1.79 -0.03 -4.26
C 2.35 1.01 -3.50
C 3.64 1.47 -3.75
C 4.40 0.90 -4.76
C 3.86 -0.13 -5.53
C 2.57 -0.59 -5.27
H -0.38 -3.39 -2.91
H -0.93 -5.50 -4.08
H -1.21 -5.52 -6.54
H -0.96 -3.42 -7.83
H -0.42 -1.31 -6.67
H 0.29 1.91 -5.50
H -1.36 3.55 -6.29
H -3.76 3.28 -5.72
H -4.49 1.34 -4.37
H -2.85 -0.32 -3.59
H 1.78 1.45 -2.69
H 4.05 2.28 -3.15
H 5.40 1.26 -4.96
H 4.45 -0.58 -6.32
H 2.17 -1.41 -5.87
N -2.48 -2.06 3.96
C -2.21 -2.13 2.64
O -1.92 -1.09 1.99
C -2.19 -3.42 2.00
C -2.53 -4.62 2.69
N -2.77 -5.57 3.30
C -1.73 -3.40 0.67
N -1.27 -3.19 -0.38
H -2.67 -1.15 4.34
H -2.84 -2.87 4.45

Output
E_LUMO: 0.21 eV
Energy relative to the best compared isomer or geometry (same formula, charge and spin): 131.4 kJ/mol
Calculated total energy: -4507.62479 hartree
HOMO-LUMO gap: 8.6 eV


Entry 5:
This record from OMol25 describes C25H72AsF6O11 as an isolated structure at a distorted geometry. The level of theory is ωB97M-V with the def2-TZVPD basis set.

Positions of all 115 atoms, in Å:
As 0.22 0.32 0.32
F 1.12 0.91 1.71
F 0.36 -1.37 0.83
F -0.79 -0.23 -1.03
F 0.01 1.98 -0.21
F 1.73 0.13 -0.50
F -1.26 0.40 1.26
C 3.61 -2.40 0.93
C 5.12 -2.42 0.75
C 5.62 -3.86 0.70
O 5.49 -1.73 -0.43
H 3.12 -2.98 0.14
H 3.17 -1.40 0.90
H 3.33 -2.76 1.93
H 5.58 -2.04 1.67
H 6.71 -3.82 0.73
H 5.33 -4.42 -0.20
H 5.31 -4.46 1.55
H 5.16 -0.82 -0.32
C 1.51 2.43 -3.46
C 2.28 3.59 -4.04
C 3.74 3.53 -3.68
O 2.07 3.70 -5.44
H 0.46 2.42 -3.75
H 1.47 2.47 -2.37
H 1.89 1.43 -3.66
H 1.92 4.52 -3.55
H 4.26 2.63 -4.05
H 3.94 3.54 -2.61
H 4.30 4.37 -4.10
H 1.15 3.96 -5.57
C 1.29 -1.35 -3.98
C 1.29 -2.78 -3.49
C 0.04 -3.07 -2.66
O 1.20 -3.59 -4.68
H 1.38 -0.67 -3.13
H 0.33 -1.19 -4.47
H 2.09 -1.11 -4.69
H 2.19 -3.01 -2.90
H 0.13 -2.53 -1.72
H -0.08 -4.14 -2.53
H -0.88 -2.70 -3.12
H 1.39 -4.49 -4.42
C -3.60 3.52 -0.14
C -2.54 4.54 0.23
C -2.04 4.35 1.66
O -1.45 4.40 -0.67
H -4.04 3.61 -1.13
H -4.50 3.67 0.48
H -3.36 2.49 0.13
H -2.95 5.55 0.15
H -2.94 4.20 2.27
H -1.52 5.19 2.12
H -1.40 3.48 1.78
H -0.93 3.62 -0.42
C 2.05 -4.39 4.16
C 1.22 -3.47 5.05
C -0.12 -3.23 4.43
O 1.12 -4.06 6.36
H 2.05 -4.14 3.10
H 1.74 -5.43 4.25
H 3.10 -4.35 4.48
H 1.76 -2.54 5.25
H 0.04 -2.71 3.49
H -0.71 -2.56 5.05
H -0.67 -4.15 4.23
H 2.01 -4.24 6.68
C -5.46 0.94 4.91
C -5.40 0.81 3.39
C -4.02 1.13 2.85
O -5.90 -0.45 2.96
H -4.70 0.32 5.38
H -6.44 0.62 5.26
H -5.36 2.00 5.17
H -6.17 1.50 3.02
H -3.92 1.09 1.76
H -3.31 0.37 3.20
H -3.62 2.10 3.14
H -5.23 -1.11 3.20
C -3.47 2.93 -4.57
C -2.55 1.83 -5.06
C -2.35 0.71 -4.05
O -3.09 1.26 -6.27
H -3.78 3.56 -5.41
H -2.91 3.59 -3.90
H -4.35 2.52 -4.07
H -1.57 2.28 -5.26
H -1.92 -0.20 -4.48
H -3.31 0.31 -3.72
H -1.80 1.11 -3.20
H -2.36 0.77 -6.66
C -0.84 -4.63 0.72
O 0.52 -4.18 0.66
H -1.41 -4.34 -0.16
H -0.86 -5.70 0.92
H -1.28 -4.16 1.60
H 0.42 -3.22 0.76
C 4.15 2.16 0.09
O 4.16 1.06 -0.81
H 3.32 2.85 -0.09
H 3.97 1.79 1.10
H 5.05 2.76 0.06
H 3.39 0.51 -0.61
C -3.41 -1.81 0.25
O -2.85 -2.09 -1.02
H -3.54 -0.73 0.40
H -4.37 -2.33 0.31
H -2.79 -2.14 1.09
H -2.05 -1.54 -1.10
C 1.82 2.55 4.12
O 1.76 3.27 2.89
H 1.06 1.77 4.23
H 2.77 2.01 4.14
H 1.80 3.21 4.99
H 1.56 2.58 2.23

Output
E_LUMO: 2.31 eV
Energy relative to the best compared isomer or geometry (same formula, charge and spin): 59.0 kJ/mol
Calculated total energy: -4658.47811 hartree
Net charge: -1
HOMO-LUMO gap: 10.0 eV


Entry 6:
This record from OMol25 describes C4H8N2O in the gas phase at a distorted geometry. The level of theory is ωB97M-V with the def2-TZVPD basis set.

Positions of all 15 atoms, in Å:
C 0.68 0.17 -0.01
C 1.76 0.46 0.74
C -0.34 1.26 -0.37
C 0.29 -1.14 -0.39
N -1.60 0.90 0.25
N -2.03 -0.35 -0.02
O 0.70 -2.20 0.37
H 2.50 -0.28 0.95
H 1.94 1.46 1.10
H -0.02 2.24 -0.03
H -0.47 1.27 -1.45
H -0.06 -1.35 -1.39
H -1.58 1.03 1.26
H -2.10 -0.46 -1.03
H 0.33 -3.02 0.03

Output
E_LUMO (spin up / spin down): 0.73 / -0.25 eV
2S+1: 3
Energy relative to the best compared isomer or geometry (same formula, charge and spin): 0.0 kJ/mol
Calculated total energy: -341.79307 hartree
⟨S²⟩: 2.025
HOMO-LUMO gap (spin up / spin down): 7.0 / 9.3 eV


Entry 7:
This record from OMol25 describes a 2-piece molecular cluster, CHClF2O overall at a distorted geometry. The level of theory is ωB97M-V with the def2-TZVPD basis set.

Positions of all 6 atoms, in Å:
O 2.46 0.65 -0.11
C 3.30 -0.14 -0.20
F 4.42 0.01 -0.85
F 3.17 -1.34 0.40
Cl -0.29 1.41 0.77
H 0.89 0.80 0.77

Output
E_LUMO: 0.39 eV
Energy relative to the best compared isomer or geometry (same formula, charge and spin): 21.0 kJ/mol
Structure (SMILES): O=C(F)F.Cl
Calculated total energy: -773.87509 hartree
HOMO-LUMO gap: 11.6 eV


Entry 8:
This record from OMol25 describes a 2-piece molecular cluster, C4H8N2O overall at a distorted geometry. The level of theory is ωB97M-V with the def2-TZVPD basis set.

Positions of all 15 atoms, in Å:
C -1.05 0.89 -1.14
C -0.45 0.17 0.03
C -0.09 0.97 1.24
N -0.27 -1.13 -0.08
O -0.39 -1.87 1.11
H -0.36 1.64 -1.52
H -1.30 0.19 -1.94
H -1.96 1.40 -0.81
H 1.00 1.09 1.27
H -0.41 0.45 2.14
H -0.53 1.96 1.24
H -0.29 -2.80 0.90
C 1.85 -1.07 -0.85
N 2.39 -0.91 -1.86
H 1.86 -0.98 0.27

Output
E_LUMO: 0.76 eV
Energy relative to the best compared isomer or geometry (same formula, charge and spin): 445.1 kJ/mol
Structure (SMILES): CC(C)=NO.C#N
Calculated total energy: -341.83410 hartree
HOMO-LUMO gap: 10.1 eV


Entry 9:
This record from OMol25 describes C2H6N4O in the gas phase at a distorted geometry. The level of theory is ωB97M-V with the def2-TZVPD basis set.

Positions of all 13 atoms, in Å:
H -3.25 0.38 0.57
N -3.10 -0.13 -0.24
C -1.91 -0.17 -0.54
N -0.97 0.39 0.46
O 0.18 -0.51 0.07
C 1.49 0.12 -0.13
N 2.30 -0.92 -0.26
N 1.70 1.39 -0.25
H 0.86 1.94 -0.54
H -1.52 -0.53 -1.41
H -1.11 0.24 1.46
H 2.02 -1.50 0.78
H 3.32 -0.68 0.05

Output
E_LUMO: 0.49 eV
Energy relative to the best compared isomer or geometry (same formula, charge and spin): 474.0 kJ/mol
Structure (SMILES): [H]/N=C\NO/C(N)=N\[H]
Calculated total energy: -373.92984 hartree
HOMO-LUMO gap: 10.4 eV


> What is the energy relative to the best compared isomer or geometry (same formula, charge and spin) in the seventh record?

21.0 kJ/mol


What did the fourth record say?
This record from OMol25 describes C39H43AsBaN4O3Si as an isolated structure at a distorted geometry. The level of theory is ωB97M-V with the def2-TZVPD basis set.

Positions of all 92 atoms, in Å:
Ba -0.34 -0.89 0.03
C -1.00 2.46 -1.38
C -2.17 2.20 -0.68
C -2.49 2.94 0.45
C -1.64 3.95 0.88
C -0.46 4.21 0.19
C -0.14 3.47 -0.94
H -0.77 1.89 -2.26
H -2.85 1.43 -1.04
H -3.41 2.74 0.99
H -1.89 4.54 1.76
H 0.19 5.01 0.52
H 0.76 3.68 -1.50
O 1.20 -2.88 1.11
C 2.62 -3.05 1.26
C 3.30 -3.28 -0.08
C 3.06 -2.16 -1.10
C 3.45 -0.79 -0.60
C 4.78 -0.41 -0.51
C 5.09 0.88 -0.13
C 4.06 1.77 0.14
C 2.77 1.30 0.05
N 2.45 0.05 -0.29
H 0.85 -3.60 0.56
H 2.82 -3.88 1.94
H 2.98 -2.14 1.72
H 2.94 -4.23 -0.50
H 4.37 -3.41 0.10
H 2.02 -2.12 -1.41
H 3.63 -2.37 -2.01
H 5.56 -1.12 -0.77
H 6.13 1.19 -0.07
H 4.26 2.79 0.42
H 1.93 1.97 0.25
C -1.42 1.57 3.54
As 0.05 1.00 2.37
C 0.85 -0.41 3.48
C 1.29 2.40 2.99
H -1.24 1.23 4.56
H -2.36 1.17 3.17
H -1.46 2.66 3.54
H 0.90 -0.07 4.52
H 1.87 -0.58 3.13
H 0.30 -1.34 3.43
H 1.23 2.49 4.07
H 1.03 3.35 2.53
H 2.31 2.14 2.71
O -0.07 -0.74 -2.21
Si 0.06 -0.61 -3.80
C -0.33 -2.20 -4.71
C -0.49 -3.40 -4.00
C -0.80 -4.58 -4.65
C -0.96 -4.59 -6.03
C -0.82 -3.41 -6.75
C -0.51 -2.23 -6.10
C -1.14 0.67 -4.48
C -0.76 1.77 -5.25
C -1.69 2.71 -5.69
C -3.03 2.56 -5.37
C -3.44 1.46 -4.61
C -2.51 0.53 -4.18
C 1.79 -0.03 -4.26
C 2.35 1.01 -3.50
C 3.64 1.47 -3.75
C 4.40 0.90 -4.76
C 3.86 -0.13 -5.53
C 2.57 -0.59 -5.27
H -0.38 -3.39 -2.91
H -0.93 -5.50 -4.08
H -1.21 -5.52 -6.54
H -0.96 -3.42 -7.83
H -0.42 -1.31 -6.67
H 0.29 1.91 -5.50
H -1.36 3.55 -6.29
H -3.76 3.28 -5.72
H -4.49 1.34 -4.37
H -2.85 -0.32 -3.59
H 1.78 1.45 -2.69
H 4.05 2.28 -3.15
H 5.40 1.26 -4.96
H 4.45 -0.58 -6.32
H 2.17 -1.41 -5.87
N -2.48 -2.06 3.96
C -2.21 -2.13 2.64
O -1.92 -1.09 1.99
C -2.19 -3.42 2.00
C -2.53 -4.62 2.69
N -2.77 -5.57 3.30
C -1.73 -3.40 0.67
N -1.27 -3.19 -0.38
H -2.67 -1.15 4.34
H -2.84 -2.87 4.45

Output
E_LUMO: 0.21 eV
Energy relative to the best compared isomer or geometry (same formula, charge and spin): 131.4 kJ/mol
Calculated total energy: -4507.62479 hartree
HOMO-LUMO gap: 8.6 eV


> Among the records above, which one has the lowest calculated total energy?

C36H44BO6P2PtSe2


> The highest energy relative to the best compared isomer or geometry (same formula, charge and spin) belongs to which entry?

C2H6N4O